[1]
C6H8 | ωB97M-V with the def2-TZVPD basis set

Each line ends with the Löwdin charge.
Geometry (Å):
C -2.499 0.323 0.072  0.006
C -0.022 1.040 0.168  0.007
C -2.227 -0.946 0.004  -0.071
C -1.343 1.477 -0.129  -0.236
C 1.258 0.752 0.089  -0.184
C 1.931 -0.545 -0.078  -0.103
H -1.307 -1.341 -0.055  -0.005
H -3.103 -1.577 -0.079  0.050
H -1.874 2.293 0.381  0.094
H -1.513 1.617 -1.202  0.108
H 1.935 1.723 -0.120  0.150
H 1.197 -1.428 -0.154  0.113
H 2.707 -0.642 0.533  0.023
H 2.250 -0.631 -1.053  0.049

Calculated values
- HOMO-LUMO gap (alpha / beta) (eV) = 9.1323 / 7.1283
- E_HOMO (alpha / beta) (eV) = -8.9796 / -7.6412
- LUMO (alpha / beta) (eV) = 0.15 / -0.51
- DFT total energy (eV) = -6344.4416



[2]
C6H8 | ωB97M-V with the def2-TZVPD basis set

Each line ends with the Löwdin charge.
Geometry (Å):
C -1.333 0.548 -1.628  0.075
C -1.760 0.318 -0.508  -0.147
C -1.278 -0.072 0.800  -0.139
C 0.217 -0.518 0.382  -0.430
C 1.513 -0.239 0.980  -0.012
C 0.869 0.202 -0.718  -0.058
H -1.404 0.816 -2.651  0.039
H -1.340 0.758 1.519  0.112
H -1.810 -0.932 1.223  0.104
H 0.179 -1.582 0.134  0.141
H 2.101 -1.056 1.439  0.078
H 1.803 0.742 1.337  0.062
H 0.951 1.287 -0.710  0.091
H 1.292 -0.272 -1.599  0.085

Calculated values
- HOMO-LUMO gap (eV) = 9.7516
- E_HOMO (eV) = -8.6084
- LUMO (eV) = 1.14
- SMILES string = C#CCC1CC1
- DFT total energy (eV) = -6346.5632



[3]
C6H8 | ωB97M-V with the def2-TZVPD basis set

Each line ends with the Löwdin charge.
Geometry (Å):
C 0.229 0.500 -1.999  0.058
C 0.010 -0.080 -0.807  -0.249
C -0.362 -1.536 -0.510  -0.146
C -0.302 -1.134 0.941  -0.023
C -0.002 0.147 0.701  -0.238
C 0.252 1.379 1.485  -0.044
H 0.118 -0.069 -2.904  0.052
H 0.521 1.531 -2.093  0.044
H 0.373 -2.273 -0.836  0.105
H -1.347 -1.840 -0.867  0.106
H -0.457 -1.711 1.834  0.100
H -0.447 1.465 2.315  0.078
H 0.152 2.253 0.845  0.076
H 1.263 1.368 1.893  0.081

Calculated values
- HOMO-LUMO gap (eV) = 9.8585
- E_HOMO (eV) = -8.7065
- LUMO (eV) = 1.15
- SMILES string = C=C1CC=C1C
- DFT total energy (eV) = -6349.5748



[4]
C6H8 | ωB97M-V with the def2-TZVPD basis set

Each line ends with the Löwdin charge.
Geometry (Å):
C -1.828 0.283 0.281  -0.198
C -2.721 0.103 -0.699  0.011
C 2.017 1.137 -0.265  0.030
C -0.916 0.242 1.126  0.024
C 0.960 0.354 0.262  -0.127
C 1.136 -1.084 0.230  -0.188
H -3.026 0.954 -1.306  0.049
H -3.140 -0.835 -1.121  0.068
H 1.914 2.101 -0.608  0.004
H 2.974 0.764 -0.487  0.034
H -0.846 0.571 2.180  0.088
H 0.310 -1.435 -0.310  0.051
H 1.224 -1.709 1.109  0.081
H 1.943 -1.447 -0.392  0.073

Calculated values
- HOMO-LUMO gap (eV) = 9.0276
- E_HOMO (eV) = -8.7852
- LUMO (eV) = 0.24
- DFT total energy (eV) = -6345.5254



[5]
C6H8 | ωB97M-V with the def2-TZVPD basis set

Each line ends with the Löwdin charge.
Geometry (Å):
C 2.072 0.532 0.499  0.003
C 1.456 -0.774 0.472  -0.167
C 1.807 -0.031 -0.832  -0.165
C 0.421 -0.072 -0.341  -0.095
C -2.078 -0.345 0.151  -0.061
C -0.874 0.597 -0.133  -0.206
H 1.853 1.526 0.895  0.098
H 1.788 -1.728 0.788  0.108
H 2.353 -0.392 -1.686  0.116
H -2.845 0.151 0.565  0.025
H -1.686 -1.067 0.731  0.029
H -2.369 -0.788 -0.871  0.112
H -0.912 1.268 0.760  0.129
H -0.985 1.123 -0.998  0.074

Calculated values
- HOMO-LUMO gap (eV) = 8.2962
- E_HOMO (eV) = -7.5082
- LUMO (eV) = 0.79
- DFT total energy (eV) = -6345.3749



[6]
C6H8 | ωB97M-V with the def2-TZVPD basis set

Each line ends with the Löwdin charge.
Geometry (Å):
C -1.553 -0.505 -0.362  -0.051
C -0.322 -0.362 0.432  -0.307
C 0.853 -1.268 0.300  -0.080
C 1.221 0.145 0.050  -0.193
C 0.795 1.471 -0.466  -0.067
C 0.358 0.907 0.934  -0.125
H -2.392 -0.607 0.234  0.049
H -1.548 -1.473 -0.959  0.103
H -1.592 0.354 -1.032  0.073
H 0.838 -2.168 -0.488  0.148
H 1.300 -1.603 1.317  0.119
H 0.159 1.377 -1.332  0.069
H 1.554 2.321 -0.614  0.115
H 0.330 1.411 1.985  0.148

Calculated values
- HOMO-LUMO gap (eV) = 8.7239
- E_HOMO (eV) = -7.6019
- LUMO (eV) = 1.12
- SMILES string = C[C@@]12C[C@]13C[C@H]32
- DFT total energy (eV) = -6345.8101



[7]
C6H8 | ωB97M-V with the def2-TZVPD basis set

Each line ends with the Löwdin charge.
Geometry (Å):
C -1.735 0.900 2.318  0.124
C -1.265 0.410 1.322  -0.113
C -0.648 -0.056 0.110  -0.347
C -1.158 0.316 -1.070  0.064
C 0.617 -0.893 0.210  -0.213
C 1.623 -0.477 -0.868  -0.117
H -2.168 1.350 3.182  0.024
H -2.097 0.853 -1.134  0.072
H -0.644 0.107 -2.003  0.065
H 1.057 -0.798 1.209  0.108
H 0.336 -1.950 0.104  0.116
H 1.548 0.604 -1.002  0.077
H 2.653 -0.715 -0.595  0.069
H 1.412 -0.952 -1.833  0.071

Calculated values
- HOMO-LUMO gap (eV) = 10.0627
- E_HOMO (eV) = -9.0407
- LUMO (eV) = 1.02
- SMILES string = C#CC(=C)CC
- DFT total energy (eV) = -6349.1685



[8]
C6H8 | ωB97M-V with the def2-TZVPD basis set

Each line ends with the Löwdin charge.
Geometry (Å):
C 1.813 -1.636 -0.282  0.011
C 0.649 -1.061 -0.558  -0.146
C 0.121 0.200 0.016  -0.335
C 0.810 0.833 0.976  0.054
C -1.170 0.667 -0.521  -0.152
C -2.193 0.965 0.274  0.026
H 2.020 -2.667 -0.532  0.053
H 2.705 -1.110 0.042  0.059
H -0.095 -1.682 -1.058  0.099
H 0.900 1.894 1.152  0.066
H 1.684 0.346 1.407  0.053
H -1.410 0.164 -1.451  0.095
H -3.185 1.171 -0.118  0.055
H -2.118 1.135 1.341  0.063

Calculated values
- HOMO-LUMO gap (eV) = 9.0683
- E_HOMO (eV) = -8.5961
- LUMO (eV) = 0.47
- SMILES string = C=CC(=C)C=C
- DFT total energy (eV) = -6348.9579



[9]
C6H8 | ωB97M-V with the def2-TZVPD basis set

Each line ends with the Löwdin charge.
Geometry (Å):
C 0.963 -0.710 -0.956  -0.061
C -0.430 -0.118 -0.624  -0.354
C -0.819 -0.783 0.718  -0.237
C -0.026 -0.040 1.760  0.032
C 0.082 1.287 1.162  -0.147
C -0.224 1.286 -0.158  -0.034
H 1.549 -0.085 -1.636  0.079
H 0.883 -1.720 -1.369  0.080
H -1.124 -0.225 -1.467  0.133
H -0.713 -1.873 0.718  0.102
H -1.862 -0.549 0.986  0.126
H 1.517 -0.776 -0.013  0.083
H 0.455 2.154 1.700  0.084
H -0.250 2.151 -0.821  0.115

Calculated values
- HOMO-LUMO gap (alpha / beta) (eV) = 7.6975 / 7.6981
- E_HOMO (alpha / beta) (eV) = -8.1272 / -8.1280
- LUMO (alpha / beta) (eV) = -0.43 / -0.43
- DFT total energy (eV) = -6347.7595



[10]
C6H8 | ωB97M-V with the def2-TZVPD basis set

Each line ends with the Löwdin charge.
Geometry (Å):
C 2.506 0.684 -0.388  0.115
C 1.618 -0.015 0.031  -0.123
C 0.521 -0.801 0.547  -0.270
C -0.526 -1.362 -0.390  -0.081
C -0.877 -0.213 0.502  -0.303
C -1.084 1.172 -0.068  -0.074
H 3.289 1.309 -0.755  0.022
H 0.765 -1.409 1.415  0.136
H -0.399 -1.157 -1.450  0.111
H -0.917 -2.349 -0.160  0.101
H -1.491 -0.452 1.368  0.132
H -0.636 1.258 -1.063  0.079
H -0.617 1.933 0.568  0.081
H -2.151 1.402 -0.155  0.075

Calculated values
- HOMO-LUMO gap (eV) = 10.4945
- E_HOMO (eV) = -9.3382
- LUMO (eV) = 1.16
- SMILES string = C#C[C@@H]1C[C@@H]1C
- DFT total energy (eV) = -6349.1021



[11]
C6H8 | ωB97M-V with the def2-TZVPD basis set

Each line ends with the Löwdin charge.
Geometry (Å):
C -1.102 0.643 0.476  -0.002
C -0.254 0.363 -0.807  -0.356
C 1.152 0.763 -0.420  -0.180
C 1.099 -0.069 0.875  -0.063
C 0.576 -1.358 0.468  -0.136
C -0.254 -1.122 -0.590  -0.072
H -1.476 -0.229 1.017  0.066
H -1.920 1.366 0.342  0.063
H -0.692 0.761 -1.727  0.130
H 1.287 1.823 -0.185  0.109
H 1.917 0.453 -1.145  0.113
H 0.259 0.536 1.486  0.113
H 0.495 -2.205 1.144  0.101
H -1.089 -1.724 -0.935  0.114

Calculated values
- HOMO-LUMO gap (alpha / beta) (eV) = 7.7692 / 8.2731
- E_HOMO (alpha / beta) (eV) = -7.7674 / -8.1157
- LUMO (alpha / beta) (eV) = 0.00 / 0.16
- DFT total energy (eV) = -6345.5079



[12]
C6H8 | ωB97M-V with the def2-TZVPD basis set

Each line ends with the Löwdin charge.
Geometry (Å):
C 2.803 -0.215 0.471  0.020
C 1.563 -0.213 0.097  -0.162
C 0.284 -0.090 0.085  -0.313
C -0.484 1.180 -0.095  -0.123
C -1.679 0.261 -0.477  -0.158
C -0.916 -0.979 0.068  -0.124
H 3.554 -0.165 -0.345  0.068
H 2.102 -0.897 1.226  0.154
H -0.614 1.721 0.846  0.111
H -0.079 1.859 -0.854  0.111
H -2.629 0.496 -0.002  0.095
H -1.805 0.192 -1.558  0.104
H -0.861 -1.882 -0.543  0.106
H -1.238 -1.266 1.081  0.112

Calculated values
- HOMO-LUMO gap (eV) = 8.9838
- E_HOMO (eV) = -7.9984
- LUMO (eV) = 0.99
- DFT total energy (eV) = -6346.4422



[13]
C6H8 | ωB97M-V with the def2-TZVPD basis set

Each line ends with the Löwdin charge.
Geometry (Å):
C 1.105 -0.882 0.668  -0.063
C 0.617 0.187 -0.334  -0.364
C -0.506 -0.374 -1.229  -0.239
C -1.838 -0.051 -0.600  0.037
C -1.484 0.899 0.447  -0.141
C -0.155 1.147 0.507  -0.040
H 1.430 -0.431 1.611  0.076
H 1.924 -1.487 0.273  0.078
H 1.461 0.638 -0.871  0.137
H -0.412 -1.443 -1.450  0.108
H -0.530 0.122 -2.213  0.121
H 0.254 -1.531 0.903  0.090
H -2.208 1.349 1.121  0.082
H 0.344 1.857 1.167  0.119

Calculated values
- HOMO-LUMO gap (eV) = 7.7126
- E_HOMO (eV) = -8.0687
- LUMO (eV) = -0.36
- DFT total energy (eV) = -6347.9170



[14]
C6H8AuLiO6 | ωB97M-V with the def2-TZVPD basis set

Each line ends with the Löwdin spin population.
Geometry (Å):
Au 0.666 -1.367 1.726  0.887
O 2.311 -0.582 1.133  0.328
O 1.749 0.242 -0.819  0.009
C -1.966 -1.678 0.536  0.053
C -0.784 -2.561 0.847  0.339
O 2.263 1.639 0.877  0.060
C 2.157 0.477 0.467  0.026
H -2.653 -2.060 -0.230  0.015
H -2.546 -1.421 1.432  0.001
H -0.428 -3.048 -0.076  0.025
H -1.170 -3.366 1.495  0.033
Li 0.645 2.256 1.657  0.004
O -0.449 0.349 1.727  0.163
O -1.586 -0.375 -0.079  0.011
C 1.324 1.308 -1.633  0.002
C -0.171 1.523 -1.543  0.003
O -0.554 1.580 -0.076  0.014
C -0.884 0.476 0.568  0.026
H 1.638 1.113 -2.664  0.001
H -0.478 2.453 -2.033  0.000
H -0.730 0.691 -1.981  0.000
H 1.645 2.351 -1.331  0.000

Calculated values
- HOMO-LUMO gap (alpha / beta) (eV) = 10.6506 / 6.8018
- charge = +2
- E_HOMO (alpha / beta) (eV) = -18.6403 / -19.1927
- LUMO (alpha / beta) (eV) = -7.99 / -12.39
- <S²> = 2.009
- 2S+1 = 3
- DFT total energy (eV) = -22513.5404



[15]
C6H8BFO3 | ωB97M-V with the def2-TZVPD basis set

Each line ends with the Löwdin charge.
Geometry (Å):
B 1.361 -1.316 0.002  -0.680
C -3.808 0.189 0.075  0.069
C -2.452 0.417 0.191  -0.126
C 0.457 0.015 -0.095  0.173
C -1.391 -0.464 -0.073  -0.094
C 0.739 1.414 -0.013  -0.472
C 2.329 1.667 0.010  0.018
O -0.104 2.269 -0.229  0.039
O 0.717 -2.271 0.714  0.173
O 2.557 -1.574 -0.604  0.175
F -1.618 -1.660 -0.601  0.074
H -4.444 0.973 0.295  0.030
H -4.280 -0.736 -0.046  0.043
H -2.123 1.522 0.228  0.125
H 2.351 1.197 -0.985  0.087
H 2.655 0.964 0.832  0.096
H 2.632 2.682 0.037  0.061
H 1.251 -3.041 0.560  0.099
H 3.170 -2.245 -0.298  0.110

Calculated values
- HOMO-LUMO gap (alpha / beta) (eV) = 8.7201 / 6.2346
- E_HOMO (alpha / beta) (eV) = -9.1297 / -7.7705
- LUMO (alpha / beta) (eV) = -0.41 / -1.54
- DFT total energy (eV) = -15885.3669